(1)
C26H33As2B11Br6N3O8Pd as an isolated structure, computed with ωB97M-V with the def2-TZVPD basis set.

XYZ file:
```
90
Properties=species:S:1:pos:R:3:forces:R:3:mulliken_charge:R:1
C -3.566 1.051 0.898 -0.1987 0.4276 -0.6004 -0.24
H -0.780 -4.402 -0.727 -0.0667 -0.0670 0.0636 0.46
B -0.223 3.251 -3.486 0.1423 0.1293 0.5169 0.13
C -1.318 -3.249 1.857 -0.0188 0.0559 0.2988 -0.99
O 1.275 -1.263 5.185 0.3201 -0.5059 -0.0943 -0.27
N 2.819 -1.798 0.398 -0.3225 -0.3358 -0.2387 0.36
Br -2.064 2.681 -3.736 0.1174 0.0283 -0.0214 -0.23
H -1.863 -0.910 -2.493 0.2264 0.0529 0.1081 0.33
B 0.621 2.937 -1.892 0.3152 0.1289 -0.6563 0.38
H 2.068 6.453 -2.971 0.0392 0.2365 0.0066 -0.17
O 1.658 0.828 0.727 -0.4171 -0.1107 2.4588 1.01
O -2.736 0.870 4.098 -0.1094 -0.0886 0.0867 -0.54
H -6.033 1.977 0.425 0.0550 -0.0433 0.0739 0.30
Br -0.638 2.143 -0.411 -0.0291 0.5601 -0.3081 0.15
C 0.409 -3.099 -3.627 0.2867 0.2625 0.4561 -0.42
O -3.368 1.785 -0.042 -0.2727 -0.1998 0.2802 -0.57
H -5.242 -1.470 2.491 -0.0453 0.0690 0.0428 0.29
As -1.702 -2.044 3.378 -0.3601 -0.5554 -0.9854 0.22
B 2.568 2.751 -4.004 0.0449 0.0300 0.1912 0.80
C -5.597 2.110 1.415 -0.4311 0.5896 -0.2003 -0.77
C -2.384 -0.603 -1.590 0.0876 -0.5814 -0.4070 -1.09
C -5.307 -1.443 3.581 -0.3175 -0.5891 -0.2704 -0.58
H -1.074 -2.673 0.958 -0.0265 -0.0500 0.0611 -0.12
H -2.220 -5.610 -2.332 -0.0697 -0.0603 0.0284 0.46
N 1.533 -3.519 -0.439 -1.1056 -1.2118 -1.3720 -0.51
H -6.354 2.001 2.185 0.0699 -0.0115 -0.0262 0.29
B 1.087 2.033 -3.321 0.2581 0.8633 -0.0097 -0.11
H -3.047 -1.413 -1.284 0.1012 -0.0772 0.2475 0.52
H 3.826 1.838 3.293 -0.1091 -0.0469 0.0240 0.32
B 3.045 4.100 -2.913 -0.1692 -0.4606 -0.0002 0.13
B 0.529 4.754 -4.151 -0.1403 -0.5087 0.4312 0.32
H 3.379 2.184 -4.622 0.1879 -0.2282 -0.0712 -0.24
N 1.132 -2.731 -1.328 0.9147 -0.1535 1.4391 0.58
H 2.729 3.221 3.066 -0.0765 -0.1760 -0.0275 0.32
Br 2.299 4.792 0.207 -0.0159 -0.0446 -0.0392 -0.29
C 3.105 -4.033 1.263 -0.4752 0.3528 -0.6182 -0.62
H 3.256 2.273 1.650 -0.0753 0.0078 0.0792 0.20
C -1.348 -4.682 -4.057 0.0988 0.0902 0.0947 -0.53
C -0.030 -1.007 3.159 -0.0838 1.3252 -1.7414 -0.23
C -2.758 -0.657 2.443 0.3070 -0.0423 0.1203 -0.39
H 0.144 0.498 5.128 0.0723 -0.0413 0.0074 0.33
H -5.126 3.092 1.470 -0.0091 -0.1035 0.0374 0.34
Br -1.112 5.692 -1.463 0.2497 -0.2648 -0.0584 -0.24
C 3.790 -1.383 1.196 0.3294 0.4365 0.1961 -0.47
Pd 1.759 -0.863 -1.064 1.2567 0.8480 -0.9776 -0.08
C 1.311 0.743 1.915 1.6501 2.0002 -3.0965 -1.04
C 2.159 4.352 -4.359 -0.2932 -0.4026 0.5455 -0.30
Br 3.482 1.165 -1.415 0.2702 -0.0319 0.0128 -0.02
H -0.481 -3.894 2.120 0.0561 0.0479 0.0502 0.55
C 4.471 -2.246 2.048 -0.1199 -0.3856 -0.0758 -0.92
C 2.465 -3.105 0.437 1.2523 0.2971 1.1955 0.24
C 0.465 -0.276 5.826 -0.6670 0.6587 0.6076 -0.60
H 1.090 0.164 6.603 -0.0670 -0.0777 -0.1472 0.31
As -1.141 -0.294 -0.074 -1.2105 1.0343 0.5257 1.25
H -4.938 -2.383 4.009 -0.0984 0.1630 -0.0312 0.28
H -6.342 -1.294 3.890 0.1554 -0.0652 -0.0922 0.32
O -4.574 -0.353 4.118 -0.1397 0.2824 0.5221 -0.32
B 2.378 2.587 -2.245 -0.6914 0.6091 -0.2511 -0.12
H 4.054 -0.335 1.146 -0.0204 0.0207 -0.0693 0.52
C 0.205 -0.065 2.316 -0.1345 -2.6690 2.3712 1.45
H 4.667 -4.287 2.700 0.0711 -0.0533 0.0924 0.49
B 1.004 3.147 -4.751 0.0441 -0.1831 0.3367 0.20
H 4.164 4.416 -2.820 0.2772 0.0287 0.0060 -0.20
C -0.702 -4.221 -1.788 0.2383 0.3714 -0.0231 0.19
C 4.136 -3.593 2.069 0.1837 0.4134 0.0351 -0.51
H 0.792 2.853 -5.858 -0.0316 -0.1680 -0.2572 -0.20
B 0.240 4.644 -2.385 0.1294 -0.3559 0.1886 -0.16
H 2.679 4.825 -5.179 0.0493 -0.0412 -0.0365 0.80
B 1.860 4.185 -1.581 -0.3262 0.1424 -0.3611 0.28
C -0.394 -3.784 -4.518 -0.0817 -0.0906 -0.0410 -1.01
C -2.608 -0.046 1.264 -0.0231 0.0233 -0.1493 0.45
H -0.247 -3.640 -5.577 0.0171 -0.0239 -0.0589 0.49
H -0.406 -0.749 6.289 0.2029 -0.0037 -0.1100 0.29
H -2.990 0.278 -1.791 0.2993 0.2799 0.3072 0.36
H 2.801 -5.066 1.227 -0.0838 -0.1043 -0.0145 0.58
H -2.183 -3.885 1.669 -0.0936 0.1121 -0.0100 0.56
C 2.996 2.227 2.706 0.9858 0.6422 -0.3153 -0.59
C 1.093 -1.652 3.971 1.2818 -0.1419 0.1919 -0.20
H 1.225 -2.497 -3.997 0.0150 0.1111 -0.0370 0.69
C 0.251 -3.295 -2.249 -1.2149 -0.8843 -1.0610 -0.04
O 1.868 1.376 2.919 -1.3603 -1.1340 0.2394 -0.25
O 1.746 -2.480 3.393 -0.7409 0.4172 0.2717 -0.29
C -1.496 -4.895 -2.690 -0.0567 -0.0106 -0.0059 -0.95
H -0.011 5.508 -4.857 -0.1584 0.1352 -0.1450 -0.17
H 5.264 -1.871 2.674 0.0878 0.1214 -0.0048 0.51
B 1.776 5.325 -3.017 -0.2872 -0.5375 0.4968 0.22
H -1.954 -5.238 -4.756 -0.0725 0.0000 -0.0753 0.46
O -4.629 1.082 1.668 0.2363 -0.4526 0.2560 -0.21
C -3.452 0.033 3.602 0.2663 0.4270 -0.0442 0.55
Br 0.766 0.072 -3.191 -0.3321 -0.4586 -0.3653 0.52
```
Forces are in eV/Å.

Summary:
2S+1   1
Net charge   +3
LUMO level (alpha / beta)   -12.1 / -12.1 eV
ΔE to the lowest compared entry with this formula, charge and spin   30.61 kcal/mol
Frontier orbital gap (alpha / beta)   3.88 / 3.88 eV
HOMO level (alpha / beta)   -15.95 / -15.95 eV
Largest force on an atom   0.0785 Eh/bohr

---

(2)
C26H33CdN5O4S as an isolated structure, computed with ωB97M-V with the def2-TZVPD basis set.

XYZ file:
```
70
Properties=species:S:1:pos:R:3:forces:R:3:mulliken_charge:R:1
C -4.079 -3.726 1.127 0.1525 -0.1405 -0.5227 -0.52
H 4.533 -1.309 2.327 -0.1008 0.0116 -0.0307 0.26
H -3.015 2.821 -5.092 -0.0181 -0.0288 0.0815 0.23
C 0.984 -2.976 2.302 0.0913 0.0473 -0.0010 -1.30
C 3.060 3.248 -1.363 -0.1908 0.1088 -0.1607 0.57
C -2.652 -2.731 -0.519 0.1966 -0.3551 -0.5107 -0.02
C -3.947 -2.572 1.880 0.4229 0.7673 -0.0215 -0.67
C 1.545 -0.522 0.748 -0.1681 -0.0788 0.1223 2.83
H 3.162 0.609 1.643 0.0557 0.0734 -0.0913 0.57
C 1.846 -3.022 1.042 -0.0498 -0.2608 -0.1837 0.54
C 3.024 -0.348 1.136 -0.0908 -0.0160 -0.0212 -2.54
N 0.921 0.444 -0.146 -0.4167 -0.4140 0.0991 -0.48
H 2.395 4.830 -2.648 0.0137 0.1488 -0.0234 0.27
H -0.585 2.068 -1.350 0.0717 0.2940 -0.0406 -0.19
C -1.858 -2.854 -1.859 -0.2635 -0.1770 0.2350 0.44
H -4.188 3.562 -4.047 0.0632 0.0137 -0.0434 0.17
O -2.468 0.733 1.602 -0.4426 -0.9406 0.3472 -0.61
H -3.172 0.574 3.786 0.0257 -0.0270 -0.2619 0.39
C 3.475 -1.470 2.081 0.2443 -0.0149 0.0993 0.47
C 0.740 -0.506 2.066 0.2625 -0.2536 -0.0157 -0.72
C 3.316 -2.827 1.401 -0.0712 0.0572 0.0102 -1.68
H -1.203 4.311 -2.243 -0.1056 0.0743 -0.0259 0.28
C 0.457 2.394 -1.364 0.0351 0.0309 0.1118 -0.14
H 0.357 -2.074 -0.179 0.1363 -0.0928 -0.0521 0.10
C 4.493 3.694 -1.361 -0.0352 -0.0172 0.0062 -1.68
H 1.998 -1.928 -0.824 -0.1265 0.0205 -0.0489 0.40
S -1.947 0.845 -3.533 0.2010 -0.2510 -0.0005 -0.32
C 1.398 1.591 -0.673 0.0962 0.5334 -0.2115 0.88
N -3.448 2.894 -4.188 -0.1786 0.0026 0.3151 -0.40
H 3.514 1.605 -0.151 0.0244 -0.1488 0.0548 0.50
O -2.043 -3.875 -2.497 -0.2304 -0.3438 0.0084 -0.71
H -4.422 2.861 -1.934 0.2924 -0.2715 0.0370 0.22
H -0.495 3.739 -3.754 -0.0830 0.0201 -0.0937 0.21
H 2.793 -0.505 3.890 0.0063 0.0448 0.0552 0.52
H -0.322 -0.617 1.827 0.0013 0.0374 -0.0002 -0.78
O -1.089 -1.898 -2.130 0.1407 0.2652 -0.0904 -0.82
C -2.968 -0.268 2.095 0.5448 1.9374 0.3763 0.06
H 3.927 -2.864 0.495 0.0312 -0.0461 -0.0282 0.53
C 2.715 2.102 -0.668 0.0113 -0.1387 0.1117 -0.55
H -0.069 -3.104 2.032 -0.0782 -0.0768 0.0071 0.35
C 2.649 -1.452 3.365 -0.0340 0.0189 -0.0774 -1.66
H 0.566 -1.601 3.913 0.0455 -0.0219 -0.0413 0.38
H -4.434 -2.464 2.834 -0.0194 0.0291 0.1133 0.57
H -4.681 -4.547 1.483 -0.0462 -0.0595 0.0554 0.46
H 2.972 -2.258 4.029 0.0252 0.0149 0.0417 0.57
H -3.478 -4.677 -0.731 0.0166 -0.0430 -0.0587 0.59
C -3.427 -3.809 -0.093 -0.1550 0.0925 0.3814 -0.63
H 5.133 2.894 -1.732 0.1275 0.0109 -0.0017 0.34
H -3.261 1.718 -0.097 -0.0754 -0.0337 -0.3350 0.29
H 1.262 -3.788 2.976 -0.0353 -0.0986 0.0600 0.54
N -2.535 -1.622 0.190 -0.1668 0.1314 0.5179 0.55
H 4.626 4.568 -1.993 0.0726 0.0602 -0.0318 0.37
C -0.283 4.269 -2.826 0.1506 -0.1290 0.0387 -1.48
N -3.465 1.270 -0.990 0.1089 0.1348 0.2812 -0.28
H -4.264 0.644 -0.889 0.1864 0.1731 -0.1583 0.23
C -3.065 2.026 -3.226 0.1750 -0.1192 -0.0631 0.55
C 2.108 3.959 -2.076 0.0146 0.0591 -0.0477 -0.80
H 0.879 0.467 2.547 -0.0997 0.0480 -0.0536 0.48
O -3.386 -0.278 3.371 -0.0445 -0.4066 -0.1596 -0.50
C 1.405 -1.911 0.095 0.1035 0.0585 0.2778 -1.40
H 3.654 -3.625 2.067 0.0414 -0.0253 0.0041 0.56
N -3.645 2.207 -2.007 -0.4581 0.2844 0.0317 -0.47
H 1.713 -3.988 0.542 0.0019 0.0241 0.0284 0.39
Cd -1.029 -0.144 -0.851 0.1020 0.3997 -0.2996 1.60
H 4.817 3.946 -0.351 0.0848 0.0180 0.0484 0.33
H 0.037 5.279 -3.068 -0.0398 0.0949 -0.0132 0.42
C -3.162 -1.531 1.377 -0.3769 -1.2271 -0.3904 0.27
H 3.649 -0.382 0.243 0.0280 0.1053 -0.0370 0.58
C 0.784 3.533 -2.063 -0.0099 -0.0181 0.0132 -0.16
C 1.177 -1.632 3.001 -0.1944 0.0293 0.2766 0.62
```
Forces are in eV/Å.

Summary:
2S+1   1
Net charge   0
LUMO level   -0.9 eV
ΔE to the lowest compared entry with this formula, charge and spin   7.85 kcal/mol
Frontier orbital gap   5.26 eV
HOMO level   -6.16 eV
Largest force on an atom   0.0398 Eh/bohr

---

(3)
C26H33HfIN5O2 as an isolated structure, computed with ωB97M-V with the def2-TZVPD basis set.

XYZ file:
```
68
Properties=species:S:1:pos:R:3:forces:R:3:mulliken_charge:R:1
H 3.024 0.545 -1.750 0.0113 0.0137 0.0018 0.45
O -1.453 0.969 0.339 0.4888 0.3795 0.0474 -0.43
C 2.644 0.256 -0.767 -0.0220 0.0244 -0.1082 -1.20
H 4.971 1.932 3.205 -0.0065 -0.0036 -0.0118 0.38
N -2.317 -1.349 -1.596 -0.0996 0.1119 -0.0548 -0.23
H 3.991 2.883 2.080 -0.0072 -0.0088 0.0028 0.22
H -1.708 -3.333 4.202 -0.0013 0.0109 -0.0031 0.44
C -2.621 -1.528 -3.010 0.1370 -0.1500 0.0215 -0.61
H -1.178 -1.753 -4.617 -0.0174 -0.0234 -0.0226 0.31
H -2.741 -0.554 -3.481 0.0016 0.0318 0.0524 -0.04
C -0.745 5.008 0.971 0.0401 -0.0277 -0.0272 -0.96
H 3.350 0.626 -0.022 -0.0131 -0.0130 0.0334 0.60
H -3.223 2.679 1.059 -0.0014 0.0073 -0.0183 0.50
H -1.864 2.175 -2.178 0.0304 0.0013 0.0921 0.64
C 2.524 -1.263 -0.625 -0.1045 0.0488 -0.0680 -0.54
C 2.871 1.493 3.220 0.0155 0.0045 0.0150 0.35
C -0.203 -2.641 -2.886 -0.0513 0.0880 -0.0070 -1.19
C -1.454 -2.293 -3.711 -0.0195 0.0495 0.0496 -0.60
H -0.510 -3.134 -1.964 0.1096 -0.0014 0.0515 0.28
C -3.678 -2.412 1.630 -0.0278 0.0023 0.0423 -0.68
H -0.572 6.062 1.135 -0.0056 -0.0055 -0.0050 0.44
H -4.069 -2.187 -0.957 -0.0044 -0.0263 0.0159 0.43
C 0.295 4.176 0.618 -0.0258 0.0731 0.0220 -1.01
H 0.102 0.121 2.473 0.0119 0.0003 -0.0014 0.54
H -2.843 5.100 1.420 0.0075 -0.0021 0.0052 0.44
C -2.694 -2.015 0.710 -0.1603 0.0477 -0.1531 0.38
H -4.718 -2.370 1.330 0.0082 -0.0294 0.0020 0.44
N 1.848 1.378 2.404 0.1351 -0.1456 0.1273 0.14
C 1.298 2.038 0.071 -0.3904 0.5484 -1.0087 -0.31
H -4.102 -3.140 3.594 0.0055 -0.0115 -0.0026 0.42
H 3.955 3.243 3.805 -0.0064 -0.0025 -0.0061 0.36
H -0.174 2.340 -2.544 0.0198 -0.0011 0.0977 0.48
C 0.097 2.809 0.385 0.2208 -0.0336 0.2411 0.99
C -0.993 -2.577 2.342 -0.1186 0.0432 0.1195 -0.61
C -1.985 -2.948 3.228 0.0113 0.0100 0.0107 -0.56
C -1.199 2.279 0.546 -0.0138 -0.2564 -0.0162 0.20
H 1.295 4.581 0.509 -0.0026 -0.0022 0.0286 0.45
H -3.559 -2.075 -3.125 0.0087 -0.0339 -0.0301 0.50
Hf -0.540 -0.105 -1.061 -0.3807 -0.1130 0.0047 1.38
H -1.835 -3.262 -4.036 0.0150 0.0012 -0.0434 0.42
H 2.672 -2.265 -2.543 0.0113 -0.0514 0.0095 0.49
H 1.959 -1.453 0.287 0.0482 -0.0382 0.0425 0.11
H 1.706 -1.549 -4.371 0.0130 0.0132 -0.0111 0.37
H 1.620 -3.049 -1.372 -0.0159 0.0102 0.0329 0.38
I -1.472 1.643 -4.683 -0.0085 -0.0493 -0.0602 -0.04
H 2.206 2.635 0.108 0.1582 -0.2420 0.3998 0.72
C 1.202 -0.827 -3.722 -0.0874 0.0019 0.0517 -1.06
C 4.013 2.437 3.072 0.0017 0.0010 0.0338 -1.30
C 1.570 -0.068 4.096 0.0462 -0.0067 0.0518 -0.79
O -0.373 -1.709 0.235 -0.2694 0.1709 0.1778 -0.17
C -1.005 1.631 -2.579 -0.1627 -0.1598 -0.1775 -1.57
C -1.332 -2.064 1.088 0.1497 -0.2022 -0.3685 0.50
H 0.391 -3.356 -3.464 -0.0044 0.0126 -0.0414 0.74
C 1.030 0.404 2.944 -0.0288 0.1039 -0.1310 -0.55
H 0.056 -2.663 2.595 -0.0069 0.0109 0.0059 0.57
C 1.911 -2.082 -1.780 -0.0311 0.0949 -0.0277 -0.98
H 3.391 0.535 5.025 -0.0003 0.0009 0.0040 0.20
C -2.242 3.115 0.925 -0.0283 0.1044 0.0509 -0.72
C -3.338 -2.850 2.888 0.0230 0.0396 -0.0243 -0.89
C -2.017 4.464 1.130 -0.0376 -0.0347 -0.0105 -0.38
H 1.905 -0.044 -3.451 0.0072 -0.0010 -0.0074 0.20
H 3.524 -1.673 -0.469 0.0089 0.0039 -0.0007 0.53
C -3.084 -1.809 -0.672 0.1606 -0.2981 0.0419 -0.16
N 0.715 -1.510 -2.498 0.0064 0.0259 0.0415 0.72
H 0.381 -0.367 -4.263 0.0104 0.0070 0.0031 0.13
H 1.237 -0.808 4.801 0.0033 0.0139 -0.0041 0.49
N 2.746 0.632 4.261 -0.0480 -0.0104 -0.0028 -0.05
N 1.336 0.895 -0.537 0.2834 -0.1277 0.4232 0.30
```
Forces are in eV/Å.

Summary:
2S+1   1
Net charge   +1
LUMO level   -2.8 eV
ΔE to the lowest compared entry with this formula, charge and spin   1.94 kcal/mol
Frontier orbital gap   7.87 eV
HOMO level   -10.68 eV
Largest force on an atom   0.0236 Eh/bohr

---

2S+1 of number 1 (C26H33As2B11Br6N3O8Pd)?
1

---

What is the ΔE to the lowest compared entry with this formula, charge and spin in the third record?
1.94 kcal/mol

---

The highest net charge belongs to which entry?
C26H33As2B11Br6N3O8Pd